Density functional theory data (the ωB97M-V functional and the def2-TZVPD basis) for a cluster of 19 separate species, C7H51INO19P in total at a distorted geometry.

Geometry as XYZ:
```
80
Properties=species:S:1:pos:R:3
C -0.7220 -3.7930 -0.9368
C 0.2751 -2.6557 -0.5845
I 1.6781 -2.5006 -2.2308
C -0.5283 -1.3366 -0.2486
P -0.5999 -0.1220 -1.6646
C 0.6191 1.2381 -1.2739
C 0.6930 1.5677 0.1828
O 1.3518 0.9427 0.9899
C -2.3154 0.6393 -1.6773
C -3.4030 -0.3801 -1.3270
N -3.7829 -0.2768 0.1007
H -1.5871 -3.4071 -1.4620
H -0.2494 -4.5641 -1.5417
H -1.0540 -4.1945 0.0223
H 0.7824 -2.9690 0.3242
H -1.5276 -1.6838 0.0036
H -0.0063 -0.9076 0.6077
H 1.5970 0.8700 -1.5915
H 0.3412 2.1362 -1.8260
H 0.1369 2.4416 0.5794
H -2.4973 0.9575 -2.7043
H -2.4094 1.5290 -1.0556
H -4.2906 -0.0820 -1.8800
H -3.1086 -1.4039 -1.5690
H -4.6560 -0.7685 0.2431
H -3.0920 -0.7197 0.6934
O 3.6954 3.4273 1.0619
H 2.9522 2.8101 1.0334
H 4.3840 2.9820 0.5545
O -3.7864 -3.7266 -1.6294
H -3.7908 -3.7891 -2.5894
H -4.7046 -3.5176 -1.4076
O -6.7682 -3.6584 -1.5792
H -7.6307 -3.4149 -1.9292
H -6.8192 -4.6159 -1.4980
O 2.9924 6.4415 -0.0658
H 3.0884 5.5780 0.3535
H 3.4732 6.3588 -0.8956
O 2.0731 5.1679 3.2677
H 2.4112 4.5848 2.5788
H 1.4994 4.6039 3.7969
O -0.0963 7.3095 4.2339
H -0.8455 6.7077 4.2068
H 0.5928 6.8583 3.7318
O 3.1804 8.0345 3.6197
H 2.3150 8.3358 3.3283
H 3.1560 7.0782 3.4969
O 5.9724 2.0517 3.0349
H 5.2123 2.3341 2.5166
H 6.4166 2.8707 3.2744
O 1.8390 -5.7297 -4.1144
H 2.1367 -4.9977 -3.5604
H 2.2084 -6.5103 -3.6911
O 4.9153 -3.7460 -4.0743
H 4.9321 -3.8247 -5.0328
H 4.0055 -3.5042 -3.8733
O 0.6688 -4.8699 2.0462
H 1.6183 -4.7341 2.1628
H 0.3393 -4.9950 2.9395
O -1.5099 3.4420 -2.7065
H -2.3220 3.6992 -3.1517
H -1.0651 4.2806 -2.5107
O 2.6850 -3.2379 3.3593
H 2.3386 -3.2983 4.2639
H 3.2648 -2.4693 3.3947
O -4.5891 -0.1963 -4.3541
H -5.1347 0.2931 -4.9774
H -4.1315 -0.8469 -4.8956
O 3.0796 -3.6858 6.0834
H 3.3835 -2.9345 6.6034
H 3.4535 -4.4557 6.5215
O 0.5457 5.3714 -2.0497
H 0.8625 5.9742 -1.3631
H 0.9889 4.5401 -1.8510
O 3.5229 -0.5656 4.5984
H 4.1905 0.1293 4.5908
H 2.6859 -0.0970 4.5194
O -8.5843 -4.6809 -3.4809
H -7.8881 -4.3760 -4.0724
H -9.0580 -5.3434 -3.9929
```

Properties
- electronic energy (hartree) = -2420.6120
- 2S+1 = 1
- highest occupied orbital energy (eV) = -7.727
- orbital gap (Eh) = 0.2730

Löwdin atomic charge list, values in e, 5 entries: atom 1 (C): -0.18, atom 2 (C): -0.75, atom 3 (I): 0.90, atom 4 (C): -0.38, atom 5 (P): 0.96